{"formula": "C36H72O36", "method": "ωB97M-V with the def2-TZVPD basis set", "symbols": ["C", "O", "C", "O", "O", "C", "H", "H", "H", "H", "H", "H", "C", "O", "C", "O", "O", "C", "H", "H", "H", "H", "H", "H", "C", "O", "C", "O", "O", "C", "H", "H", "H", "H", "H", "H", "C", "O", "C", "O", "O", "C", "H", "H", "H", "H", "H", "H", "C", "O", "C", "O", "O", "C", "H", "H", "H", "H", "H", "H", "C", "O", "C", "O", "O", "C", "H", "H", "H", "H", "H", "H", "C", "O", "C", "O", "O", "C", "H", "H", "H", "H", "H", "H", "C", "O", "C", "O", "O", "C", "H", "H", "H", "H", "H", "H", "C", "O", "C", "O", "O", "C", "H", "H", "H", "H", "H", "H", "C", "O", "C", "O", "O", "C", "H", "H", "H", "H", "H", "H", "C", "O", "C", "O", "O", "C", "H", "H", "H", "H", "H", "H", "C", "O", "C", "O", "O", "C", "H", "H", "H", "H", "H", "H"], "coordinates": [[-0.841653, -4.137690, -2.165116], [-1.375396, -3.175748, -1.241067], [-1.781544, -1.977110, -1.632557], [-1.486563, -1.358253, -2.645734], [-2.705643, -1.609523, -0.682776], [-3.600156, -0.524225, -0.980658], [-0.981803, -5.074847, -1.626418], [0.212612, -3.863645, -2.204100], [-1.282022, -4.128035, -3.162150], [-4.116513, -0.647584, -1.932630], [-3.031683, 0.405546, -0.959343], [-4.362234, -0.525802, -0.201339], [3.037428, 4.468616, -0.706063], [4.319729, 3.926569, -0.627833], [4.611463, 2.732507, -1.127303], [3.833636, 1.970753, -1.697834], [5.913649, 2.496765, -0.966022], [6.503896, 1.227145, -1.293502], [2.691839, 4.568337, -1.735003], [2.915685, 5.364628, -0.097412], [2.376340, 3.744215, -0.230351], [6.163060, 0.379292, -0.699303], [7.569825, 1.310361, -1.081461], [6.258663, 1.027019, -2.336534], [4.912857, -3.816145, -6.068228], [3.978248, -2.768361, -6.097806], [2.658814, -2.984355, -5.928143], [2.122006, -4.102867, -5.909019], [2.108037, -1.803152, -5.704288], [0.775146, -1.752839, -5.310833], [4.646340, -4.650013, -6.717628], [5.135075, -4.177752, -5.064257], [5.852625, -3.425392, -6.458425], [0.120256, -2.380223, -5.915492], [0.365459, -0.754294, -5.463029], [0.560609, -2.153837, -4.320239], [0.540286, -3.718415, 1.550701], [-0.649243, -4.367766, 1.859489], [-0.933746, -5.501622, 1.242542], [-0.269881, -6.027780, 0.371493], [-1.948236, -6.029109, 1.898214], [-2.308788, -7.426924, 1.645193], [1.376370, -4.400809, 1.703656], [0.695800, -2.918449, 2.274571], [0.764093, -3.285490, 0.575722], [-1.546309, -8.181982, 1.836538], [-2.488985, -7.557323, 0.578134], [-3.139685, -7.682652, 2.302699], [9.273411, -3.845335, 0.100706], [7.857387, -3.855037, 0.042045], [7.183541, -2.744679, 0.434022], [7.545664, -1.580630, 0.424708], [5.939245, -3.097866, 0.771232], [4.952172, -2.068873, 1.040327], [9.769297, -4.673723, 0.606639], [9.649927, -2.999405, 0.675808], [9.584563, -3.859842, -0.943840], [5.323060, -1.122337, 1.433538], [4.338474, -2.426669, 1.867046], [4.438497, -1.848946, 0.104456], [-1.192961, 1.066892, 2.000092], [-0.460948, 1.179286, 0.793151], [0.382541, 0.245152, 0.429584], [0.936972, -0.657389, 1.063576], [0.623086, 0.414537, -0.847251], [1.505686, -0.480543, -1.556060], [-1.839389, 1.944241, 2.022021], [-0.732093, 0.908973, 2.975170], [-1.840227, 0.226818, 1.748226], [1.299867, -0.388635, -2.622505], [1.552239, -1.543007, -1.317087], [2.516640, -0.142759, -1.328098], [5.128573, -1.700736, -2.717883], [4.827760, -3.051777, -2.536434], [3.683807, -3.553383, -2.648438], [2.742459, -2.861417, -2.963368], [3.651677, -4.885620, -2.550555], [2.370989, -5.569622, -2.522118], [6.157551, -1.513477, -2.410879], [4.476627, -1.164371, -2.028396], [4.853048, -1.543090, -3.760638], [1.770614, -5.236968, -1.675363], [2.501184, -6.651829, -2.523247], [1.795382, -5.390792, -3.430295], [-4.799358, 8.125662, -0.059857], [-4.890337, 6.781880, 0.394517], [-4.193038, 5.842141, -0.157565], [-3.490380, 6.018213, -1.162928], [-4.475911, 4.658956, 0.394736], [-4.220993, 3.464038, -0.369178], [-4.871109, 8.262169, -1.138888], [-3.831523, 8.526878, 0.240857], [-5.607709, 8.756147, 0.310483], [-4.302571, 3.586037, -1.449259], [-4.868924, 2.666748, -0.005013], [-3.210828, 3.255197, -0.016983], [-0.776164, 1.783685, -3.106089], [-1.190127, 2.949228, -3.851661], [-2.464074, 3.259222, -3.877758], [-3.382584, 2.623584, -3.363891], [-2.504951, 4.336915, -4.615671], [-3.793422, 4.882825, -5.027620], [-0.818325, 1.982924, -2.035287], [0.232636, 1.526745, -3.429222], [-1.449098, 1.003891, -3.462723], [-3.649884, 5.525708, -5.896061], [-4.232119, 5.331685, -4.136459], [-4.449575, 4.115908, -5.439212], [-4.520449, 0.872063, 8.256361], [-4.120366, 1.198012, 6.936800], [-5.045927, 1.796316, 6.108712], [-6.198790, 2.056293, 6.387723], [-4.429176, 1.954048, 4.907195], [-5.145923, 2.585031, 3.816275], [-4.752594, 1.750423, 8.858598], [-3.599891, 0.480741, 8.689423], [-5.346485, 0.165117, 8.333871], [-5.427823, 3.529587, 4.281522], [-6.023495, 1.974911, 3.602432], [-4.458566, 2.915585, 3.037579], [-2.293540, 4.704990, 4.725689], [-2.369683, 4.473323, 3.364761], [-1.480301, 5.252924, 2.588550], [-0.735551, 6.187732, 3.058826], [-1.541283, 4.729729, 1.394916], [-0.690061, 5.342394, 0.397450], [-1.335232, 4.910371, 5.202731], [-2.691042, 3.805227, 5.195300], [-2.933540, 5.566061, 4.918146], [0.362927, 5.088308, 0.518914], [-0.753688, 6.430171, 0.425747], [-0.910821, 5.122813, -0.647133], [-3.693302, -2.414686, 2.443522], [-3.124532, -1.490192, 3.364009], [-2.488718, -1.942655, 4.427259], [-2.479407, -3.154790, 4.781538], [-1.827586, -0.918982, 4.894571], [-1.117642, -1.100661, 6.084090], [-2.922758, -3.108005, 2.106358], [-4.209651, -1.930094, 1.614870], [-4.364536, -3.114289, 2.941607], [-0.599344, -0.144857, 6.160806], [-0.460856, -1.969694, 6.122971], [-1.766088, -1.128537, 6.959795]], "atomic_forces_ev_per_a": [[0.99, 0.63, 0.56], [-0.69, 0.16, 0.06], [-1.10, 0.54, -0.64], [-0.43, -1.04, 1.59], [0.43, -0.03, -0.77], [0.49, 0.17, 0.01], [0.15, 0.00, -0.44], [0.10, -0.51, -0.55], [-0.23, 0.22, 0.20], [0.32, -0.06, -0.12], [-0.22, 0.14, -0.17], [0.24, -0.04, 0.11], [-1.80, -1.27, 0.16], [1.96, 0.41, 0.35], [-0.94, -1.58, -1.37], [0.86, 1.09, 0.97], [0.16, 0.49, 0.96], [-0.55, -0.03, -0.39], [0.17, 0.33, 0.01], [0.77, 0.14, -0.38], [-0.39, -0.11, -0.12], [-0.44, 0.32, 0.27], [-0.16, 0.28, -0.34], [0.40, -0.12, -0.06], [0.63, -0.84, -0.46], [-0.55, 0.87, 0.03], [-0.18, -2.76, 0.83], [1.01, 2.69, -0.17], [0.81, 0.06, -0.40], [-2.36, -0.71, -0.14], [-0.32, -0.02, 0.16], [-0.42, 0.00, 0.14], [-0.16, 0.29, -0.02], [0.30, -0.22, -0.54], [0.57, 0.14, 0.36], [0.65, 0.47, 0.34], [2.58, 0.42, 0.47], [-1.12, 0.57, -0.40], [1.46, -0.90, 0.29], [-0.63, 0.33, 0.12], [-1.01, -1.53, 0.31], [0.37, 0.31, -0.65], [0.04, -0.33, 0.10], [-0.47, -0.01, -0.07], [-1.18, -0.12, -0.34], [0.65, 0.63, 0.43], [-0.60, 0.15, 0.10], [-0.12, 0.49, -0.36], [0.90, 0.75, -0.42], [-0.95, 0.27, 1.32], [-0.51, 1.03, -0.31], [0.53, -1.38, -0.09], [0.08, -0.16, 0.21], [0.42, 0.20, 0.23], [-1.01, -0.66, 0.00], [-0.16, 0.46, -0.55], [0.49, 0.33, 0.20], [0.78, -0.15, -0.29], [-0.32, -0.43, -0.61], [-0.36, -0.24, 0.27], [-1.89, -0.78, -0.38], [0.80, 1.03, 0.33], [2.07, -2.41, 0.29], [-1.45, 1.58, 0.12], [-0.37, -0.21, -1.46], [1.16, 0.26, 0.20], [0.28, 0.11, 0.15], [0.74, 0.03, -0.50], [-0.30, -0.21, 0.92], [-0.09, 0.19, 0.28], [-1.05, 0.12, 0.49], [0.06, 0.24, -0.34], [-1.36, 0.46, 0.04], [4.80, -2.18, 1.69], [-3.40, -0.38, -1.63], [-1.46, 0.04, 0.28], [0.48, -0.47, 0.51], [-0.45, 0.58, -0.54], [-0.02, -0.33, -0.46], [-0.03, 0.59, -0.39], [0.43, 1.01, 0.04], [0.26, -0.17, 0.12], [0.69, 0.25, 0.45], [0.18, 0.49, -0.13], [0.80, 0.76, -0.67], [-1.51, 0.90, 1.56], [1.12, -0.92, -3.53], [-0.70, -0.52, 1.76], [-1.13, 0.92, 0.11], [1.22, 0.22, 0.74], [0.17, -0.72, -0.15], [-0.09, 0.13, 0.08], [0.01, -0.64, 0.69], [0.11, 0.16, 0.24], [-0.23, 0.36, 0.05], [0.24, -0.72, -0.83], [-0.81, -0.04, -0.78], [1.46, -0.22, 0.55], [-0.83, -1.51, 0.60], [0.93, 1.09, -0.68], [-1.37, 1.54, -1.41], [0.18, -0.89, 0.31], [-0.08, -0.23, -0.18], [-0.05, 0.39, 0.12], [0.13, -0.34, 0.76], [0.51, 0.44, 0.62], [-0.17, 0.31, -0.41], [0.05, -0.41, 0.51], [0.45, 0.28, 0.74], [-1.03, 0.83, -1.38], [-0.04, -0.62, -0.30], [1.51, -0.14, -0.29], [0.44, -0.59, 0.74], [-0.33, 1.02, 2.13], [-0.26, 0.21, -0.28], [-0.24, -0.37, 0.05], [0.10, -0.02, -0.33], [-0.81, 0.17, -0.43], [0.23, 0.23, -0.59], [0.05, -0.99, -0.09], [-0.99, 0.42, 1.93], [2.50, 1.18, -2.69], [1.53, 1.75, 3.84], [-3.37, -4.02, -2.39], [0.56, 0.49, -1.55], [0.85, 1.08, -0.51], [0.37, -0.03, -0.78], [-0.18, 0.13, 0.05], [-0.08, -0.01, 0.53], [-0.13, -0.25, 0.57], [-0.15, -0.03, 0.47], [-0.92, -0.81, 0.46], [0.12, -1.76, 0.46], [-0.79, 0.72, -0.89], [-0.35, -4.48, -0.56], [0.14, 4.04, -0.45], [-0.04, -0.06, 0.28], [0.52, 0.90, 1.32], [0.26, 0.39, -0.44], [0.39, 0.35, 0.38], [-0.41, 0.38, 0.27], [0.53, -0.34, 0.21], [-0.02, 0.10, -0.42], [-0.34, -0.25, -0.14]], "mulliken_charge": [-0.434, -0.067, 0.577, -0.628, -0.035, -0.899, 0.285, -0.217, 0.394, 0.397, 0.234, 0.289, -0.310, -0.378, 0.803, -0.600, -0.385, -0.164, 0.314, 0.322, -0.048, -0.065, 0.242, 0.265, -0.603, -0.372, 0.879, -0.661, -0.282, -0.530, 0.324, 0.216, 0.256, 0.368, 0.250, 0.085, -0.866, -0.047, 0.683, -0.631, -0.220, -0.726, 0.389, 0.259, 0.276, 0.293, 0.300, 0.238, -0.707, -0.296, 0.885, -0.606, -0.340, -0.539, 0.263, 0.326, 0.264, 0.374, 0.339, 0.088, -0.507, 0.069, 0.676, -0.769, 0.438, -0.445, -0.055, 0.401, 0.086, -0.249, -0.093, 0.359, -0.212, -0.364, 0.662, 0.025, -0.459, -0.400, 0.226, -0.252, 0.384, 0.058, 0.316, 0.223, -0.688, -0.351, 0.923, -0.602, -0.279, -0.547, 0.286, 0.299, 0.263, 0.400, 0.247, 0.114, 0.082, -0.484, 0.933, -0.660, -0.367, -0.617, -0.017, 0.044, 0.292, 0.270, 0.202, 0.308, -0.778, -0.182, 0.552, -0.563, 0.016, -0.537, 0.328, 0.244, 0.320, 0.392, 0.395, -0.133, -0.705, 0.101, 0.367, -0.626, -0.011, -0.735, 0.373, 0.009, 0.328, 0.129, 0.423, 0.292, -0.331, -0.091, 0.569, -0.640, 0.029, -0.720, -0.103, 0.077, 0.439, 0.246, 0.312, 0.223], "total_charge": 0, "relative_energy_kj_mol": 342.24, "smiles": "COC(=O)OC.COC(=O)OC.COC(=O)OC.COC(=O)OC.COC(=O)OC.COC(=O)OC.COC(=O)OC.COC(=O)OC.COC(=O)OC.COC(=O)OC.COC(=O)OC.COC(=O)OC", "homo_lumo_gap_ev": 11.03, "e_homo_ev": -10.476}